Molecular formula: C24H32ClN2O4P2Pd
Method: DFT, the ωB97M-V functional and the def2-TZVPD basis

Geometry (Å):
Pd1 0.0322 0.3533 -1.6300
Cl1 -1.0379 0.1456 -5.3227
P1 0.1367 -1.9427 -2.0658
P2 -0.0661 2.6226 -2.3181
O1 3.0525 0.4906 -1.1161
O2 -0.1008 2.7663 0.9123
O3 1.6197 0.0423 -5.4652
O4 -0.2330 -1.8334 1.2687
N1 -0.4948 1.3163 2.6573
N2 -0.1895 0.4136 0.6319
C1 -1.4408 -1.4718 4.7894
C2 0.6043 0.0734 -6.1293
C3 1.5038 -2.7988 -1.2482
C4 3.3410 -0.3248 5.2309
C5 1.2357 3.6409 -1.5754
C6 3.2540 -0.9868 4.0066
C7 -1.6569 3.2940 -1.7612
C8 0.3520 -2.3712 -3.7992
C9 2.0644 -0.9526 3.2663
C10 1.0492 0.4209 4.9969
C11 -3.8653 -1.5640 4.8551
C12 2.2346 0.3706 5.7331
C13 0.9794 -0.2245 3.7500
C14 -1.5188 -0.6444 3.6594
C15 -3.9339 -0.7516 3.7167
C16 -1.4036 -2.6736 -1.4755
C17 -2.7563 -0.2969 3.1195
C18 1.9395 0.4448 -1.4271
C19 0.4323 0.0543 -7.6050
C20 -0.3092 -0.0770 2.9405
C21 -0.2339 -0.6174 1.5046
C22 -2.6257 -1.8955 5.4075
C23 0.0705 2.9463 -4.0890
C24 -0.2349 1.6167 1.3247
H1 -0.3931 2.0671 3.3289
H2 -1.4314 -2.5682 -0.3800
H3 2.2677 0.8684 6.7013
H4 1.1556 4.6608 -1.9754
H5 1.3903 0.1314 -8.1255
H6 2.4480 -2.3425 -1.5727
H7 -0.5202 -1.9915 -4.3483
H8 -0.4677 -1.7686 5.1888
H9 0.4360 -3.4594 -3.9139
H10 1.4793 -3.8546 -1.5553
H11 0.1699 0.9392 5.3903
H12 2.2123 3.2124 -1.8299
H13 -1.6565 3.3484 -0.6635
H14 -2.2341 -2.1181 -1.9301
H15 -4.8894 -0.4528 3.2864
H16 1.2419 -1.8585 -4.1889
H17 -2.4448 2.6066 -2.0941
H18 -2.5588 -2.4838 6.3256
H19 -4.7822 -1.9241 5.3220
H20 1.3904 -2.7087 -0.1591
H21 -1.8169 4.2888 -2.1964
H22 -2.7926 0.3461 2.2374
H23 0.9556 2.4262 -4.4790
H24 0.1472 4.0257 -4.2694
H25 -0.2098 0.8990 -7.8805
H26 4.0995 -1.5489 3.6108
H27 -0.0535 -0.8868 -7.8856
H28 -1.4437 -3.7304 -1.7690
H29 4.2604 -0.3569 5.8118
H30 -0.8191 2.5389 -4.5837
H31 1.0933 3.6288 -0.4833
H32 1.9660 -1.5196 2.3370

Results
HOMO-LUMO gap (spin up / spin down) = 7.8 / 3.3 eV
spin multiplicity = 5
highest occupied orbital energy (spin up / spin down) = -16.368 / -16.354 eV
relative energy (zero: lowest compared OMol25 entry of this formula, charge and spin) = 0.00 kcal/mol
<S²> = 6.024
net charge = +3

=====

Molecular formula: C13H19HgN5P
Method: DFT, the ωB97M-V functional and the def2-TZVPD basis

Geometry (Å):
Hg1 -0.7134 -0.1591 -0.7228
P1 -0.1228 -0.1307 2.4184
N1 4.0180 -0.5499 -1.6261
N2 0.3773 0.0797 5.1050
N3 2.0272 0.1337 -0.9753
N4 -1.1734 1.6536 4.2378
N5 1.1996 1.9371 3.8228
C1 1.2160 1.1932 2.5463
C2 5.2395 1.6448 -1.2796
C3 2.8573 1.2164 -0.9476
C4 3.7171 3.4007 -0.5816
C5 -1.5362 0.9282 3.0412
C6 2.6312 2.5482 -0.6088
C7 2.7365 -0.8816 -1.4164
C8 0.2983 -0.9236 4.0866
C9 4.1523 0.7867 -1.3321
C10 5.0011 2.9541 -0.9007
C11 -0.1601 2.6126 4.0520
C12 -0.8776 0.7689 5.3506
C13 1.4522 0.9905 4.9854
H1 5.8255 3.6478 -0.8625
H2 2.3402 -1.8671 -1.5681
H3 1.6246 2.9021 -0.4405
H4 -1.8466 1.6307 2.2608
H5 -2.3901 0.2795 3.2575
H6 -0.8002 1.3513 6.2718
H7 3.5768 4.4407 -0.3350
H8 4.7445 -1.1606 -1.9686
H9 -0.4801 -1.6471 4.3401
H10 -1.6791 0.0408 5.4670
H11 -0.3714 3.2433 3.1845
H12 1.2468 -1.4600 3.9980
H13 1.5390 1.5894 5.8977
H14 1.9290 2.6591 3.8089
H15 1.1020 1.8919 1.7128
H16 6.2357 1.2980 -1.5042
H17 -0.0672 3.2399 4.9432
H18 2.1857 0.6939 2.4338
H19 2.3957 0.4663 4.8072

Results
HOMO-LUMO gap (spin up / spin down) = 8.4 / 4.7 eV
spin multiplicity = 2
highest occupied orbital energy (spin up / spin down) = -14.369 / -14.350 eV
relative energy (zero: lowest compared OMol25 entry of this formula, charge and spin) = 11.53 kcal/mol
<S²> = 0.756
net charge = +2

=====

Molecular formula: C2H20O9Sr
Method: DFT, the ωB97M-V functional and the def2-TZVPD basis

Geometry (Å):
Sr1 -4.8698 23.6688 -25.3911
O1 -5.0290 21.4375 -29.8696
O2 -7.3158 24.6860 -25.8530
O3 -4.7222 26.0996 -25.0273
O4 -5.2780 21.9199 -27.1836
O5 -4.9197 24.7730 -27.6843
O6 -6.5532 22.3407 -24.0877
O7 -3.6869 21.4556 -24.4741
O8 -3.8965 23.8188 -22.9842
O9 -2.4062 23.9086 -25.9909
C1 -3.9511 21.2097 -28.9784
C2 -4.4961 20.8092 -27.6208
H1 -5.4121 20.6062 -30.1588
H2 -3.8017 20.5444 -26.8235
H3 -3.2196 24.4932 -22.9292
H4 -4.0980 26.7839 -25.2689
H5 -7.4688 22.3284 -24.3666
H6 -7.7750 25.5206 -25.7587
H7 -3.7068 23.2283 -22.2552
H8 -6.5428 21.8345 -23.2754
H9 -4.3217 20.7450 -24.3826
H10 -1.7489 24.1058 -25.3236
H11 -2.0688 24.3169 -26.7882
H12 -4.4362 25.5481 -27.9702
H13 -5.7853 24.8701 -28.0812
H14 -5.8833 22.0557 -27.9162
H15 -3.3172 22.0961 -28.9548
H16 -3.4664 20.3393 -29.4207
H17 -5.4355 26.5677 -24.5934
H18 -5.0823 19.9061 -27.7906
H19 -2.8352 21.0316 -24.3688
H20 -7.9964 24.0659 -26.1147

Results
HOMO-LUMO gap (spin up / spin down) = 2.8 / 10.5 eV
spin multiplicity = 2
highest occupied orbital energy (spin up / spin down) = -5.644 / -13.445 eV
<S²> = 0.750
net charge = +1

=====

Molecular formula: C10H13NS
Method: DFT, the ωB97M-V functional and the def2-TZVPD basis

Geometry (Å):
S1 0.3685 1.8889 1.5496
N1 0.6868 -3.0034 0.4620
C1 -0.5770 1.1307 -1.3108
C2 -1.0369 -2.4938 2.0854
C3 -0.2868 2.5361 -1.6060
C4 -0.0571 -3.2696 1.5296
C5 2.1336 1.5576 1.5490
C6 -0.5585 -0.9217 0.3547
C7 -1.3752 -1.3354 1.4325
C8 0.5361 -1.7797 0.0751
C9 -0.9013 0.3594 -2.5970
C10 -0.4420 0.4044 -0.1966
H1 1.3800 -1.6127 -0.6899
H2 0.5450 3.0513 -0.9111
H3 2.2585 1.2182 0.5070
H4 0.0555 0.2329 -3.1908
H5 -0.0084 2.7580 -2.6038
H6 -1.6261 0.8137 -3.2526
H7 -1.5719 -2.8048 2.8631
H8 0.2883 -4.2593 1.9256
H9 -1.1905 3.1919 -1.5474
H10 -2.1968 -0.7306 1.7225
H11 2.4327 1.0563 2.4446
H12 -1.4654 -0.5664 -2.2889
H13 2.6087 2.5780 1.6940

Results
HOMO-LUMO gap = 7.8 eV
highest occupied orbital energy = -8.083 eV
relative energy (zero: lowest compared OMol25 entry of this formula, charge and spin) = 60.29 kcal/mol

=====

Molecular formula: C23H68N5O10Zr
Method: DFT, the ωB97M-V functional and the def2-TZVPD basis

Geometry (Å):
Zr1 1.5625 -4.1652 1.0911
O1 1.4794 0.2311 -4.9666
O2 1.6675 3.7168 1.4896
O3 -1.5730 -0.0839 3.4519
O4 -0.5318 -4.4142 1.6994
O5 -1.4781 -0.4112 -6.0988
O6 3.6408 -1.7672 -3.7012
O7 -2.3321 2.7890 -1.0569
O8 1.8410 -3.2812 3.0414
O9 -4.4813 -4.5947 -1.5536
O10 0.8748 -2.1079 0.6570
N1 -2.4238 -2.5925 0.7973
N2 0.0219 -2.9553 5.0300
N3 0.8865 4.6767 -0.9930
N4 3.4754 0.4485 -2.0131
N5 0.8145 6.6305 1.0297
C1 0.6627 -0.8795 -0.0439
C2 -0.7605 5.3793 2.4073
C3 3.0365 -2.9962 -4.0888
C4 -0.8486 4.5708 -2.7476
C5 -0.9414 3.0396 -0.7962
C6 -4.5175 -5.9965 -1.9490
C7 2.6835 2.7463 1.5785
C8 -3.6122 -4.4410 -0.4221
C9 4.6855 -0.3519 -1.9317
C10 -1.0708 0.0588 -4.9075
C11 0.3650 -0.4347 -4.4220
C12 0.6516 5.8947 2.2987
C13 -0.5922 -0.8083 4.1575
C14 1.6908 4.6973 2.5235
C15 -2.4113 -2.5574 -1.6474
C16 4.3633 -1.7768 -2.4679
C17 -1.1189 1.2151 3.1062
C18 -3.1789 -2.9782 -0.4022
C19 -1.0969 -2.1316 4.5788
C20 -0.5441 4.4151 -1.2813
C21 5.3001 -0.1325 -0.5195
C22 -2.8730 1.5151 -0.6398
C23 -2.1391 -2.0442 5.7169
H1 -0.4797 5.5409 -3.0806
H2 -0.8117 1.8692 3.9222
H3 0.8255 6.6767 3.0378
H4 -1.5907 -2.5305 3.6927
H5 -4.0709 -2.3518 -0.3967
H6 -3.0963 -2.1815 1.4289
H7 -0.2923 -0.2085 5.0168
H8 5.1798 0.8854 -0.1485
H9 4.9039 -0.8683 0.1803
H10 -0.7322 2.8147 0.2496
H11 -1.0451 1.1471 -4.8527
H12 -2.4745 -3.0195 6.0695
H13 1.5604 4.2502 -1.6126
H14 -4.0701 -4.7767 0.5083
H15 -0.4160 -3.8292 5.2844
H16 -0.9232 -5.0218 2.3269
H17 -0.9443 4.9739 3.4022
H18 1.2157 -3.3237 3.7649
H19 2.3928 1.9950 2.3127
H20 -3.0737 -1.5232 5.5090
H21 1.5797 0.0470 -5.9034
H22 -4.8897 -6.1224 -2.9657
H23 -0.3305 -0.4576 0.1094
H24 2.2043 -3.3059 -3.4567
H25 -0.9634 4.5585 1.7194
H26 0.3164 -0.9322 3.5683
H27 -1.7459 -1.5917 6.6272
H28 3.6712 -2.1707 -1.7237
H29 2.7327 0.0170 -1.4816
H30 3.6648 -3.8705 -4.2593
H31 -5.2644 -6.4749 -1.3154
H32 6.3408 -0.4400 -0.6219
H33 2.7657 -2.9427 -5.1433
H34 -0.5882 3.7347 -3.3967
H35 -2.3575 -1.4780 -1.7890
H36 -2.1920 0.7204 -0.9446
H37 -1.9097 4.8079 -2.8251
H38 -0.2957 1.1210 2.3979
H39 0.4384 -0.1262 -3.3791
H40 -2.7202 -5.0674 -0.4220
H41 -1.4202 -3.0109 -1.6319
H42 -2.9750 -2.7912 -2.5506
H43 1.3745 -0.0963 0.2172
H44 -1.2926 5.0482 -0.8049
H45 -1.5959 6.0738 2.3180
H46 0.4443 -1.4826 -4.7111
H47 0.5322 6.0781 0.2327
H48 -3.4895 -6.3588 -1.9634
H49 2.4854 -2.6301 3.3191
H50 1.7738 6.9131 0.8881
H51 -0.4406 2.2615 -1.3723
H52 5.4355 0.1421 -2.5495
H53 3.6295 3.2246 1.8324
H54 -1.7066 -1.9003 0.6339
H55 -1.2745 -3.9286 1.3404
H56 -2.4291 -0.5368 -6.0615
H57 -3.0904 1.4805 0.4277
H58 0.4602 -2.6870 5.8994
H59 -3.6961 1.2851 -1.3162
H60 -1.9344 1.6648 2.5398
H61 0.8566 -0.9205 -1.1158
H62 2.6678 5.1745 2.6001
H63 3.1766 0.1970 -2.9445
H64 2.6990 2.2261 0.6208
H65 1.4437 4.2936 3.5054
H66 -1.7528 -0.3264 -4.1495
H67 1.1260 4.2699 -0.1002
H68 5.3005 -2.3310 -2.5188

Results
HOMO-LUMO gap = 1.5 eV
highest occupied orbital energy = -14.849 eV
net charge = +3

=====

no.,electronic energy (a.u.)
1,-2613.92115
2,-1274.73697
3,-795.90134
4,-841.63867
5,-1988.97140